The following is a quantum chemistry calculation of a single C20H22N2O5 molecule, from the Open Molecules 2025 dataset.

Element x y z (Å)
C1 -6.425 0.616 -0.192
O1 -5.204 -0.105 -0.256
C2 -4.102 0.634 -0.468
O2 -4.130 1.831 -0.593
C3 -2.869 -0.194 -0.519
C4 -2.885 -1.547 -0.176
C5 -1.710 -2.261 -0.206
C6 -0.502 -1.662 -0.573
C7 0.734 -2.464 -0.548
O3 1.832 -2.086 -0.906
O4 0.541 -3.701 -0.069
C8 1.694 -4.527 -0.009
C9 -0.487 -0.295 -0.933
N1 0.705 0.306 -1.271
C10 0.955 1.624 -1.518
O5 0.128 2.484 -1.706
C11 2.453 1.894 -1.606
N2 3.205 1.168 -0.600
C12 4.607 1.070 -0.951
C13 3.012 1.735 0.733
C14 1.685 1.323 1.316
C15 1.512 0.016 1.758
C16 0.297 -0.397 2.273
C17 -0.762 0.493 2.349
C18 -0.597 1.796 1.916
C19 0.623 2.211 1.408
C20 -1.687 0.419 -0.900
H1 -6.590 1.166 -1.121
H2 -6.402 1.329 0.635
H3 -7.208 -0.122 -0.040
H4 -3.810 -2.017 0.115
H5 -1.706 -3.306 0.062
H6 2.446 -4.083 0.646
H7 1.361 -5.484 0.385
H8 2.126 -4.651 -1.004
H9 1.532 -0.287 -1.160
H10 2.605 2.986 -1.555
H11 2.776 1.556 -2.595
H12 5.118 0.458 -0.209
H13 5.108 2.048 -1.005
H14 4.697 0.577 -1.918
H15 3.809 1.348 1.374
H16 3.091 2.835 0.715
H17 2.337 -0.677 1.686
H18 0.173 -1.414 2.615
H19 -1.714 0.168 2.743
H20 -1.420 2.492 1.966
H21 0.743 3.231 1.072
H22 -1.696 1.465 -1.160

Values from the calculation:
Gap between HOMO and LUMO (eV): 8.27
LUMO energy (eV): -0.088
HOMO (eV): -8.357
Molar mass (g mol⁻¹): 370.40
E (a.u.): -1261.08747
Maximum force (eV/A): 0.5
ΔE to the lowest compared entry with this formula, charge and spin (kcal per mole): 32.2
Multiplicity: 1

Atomic partial charges in e from the Mulliken method, atoms 1 to 4:
1. C -0.7090
2. O -0.2940
3. C 0.3516
4. O -0.5993


The following is a quantum chemistry calculation of a single C20H22N4O3S molecule, from the Open Molecules 2025 dataset.

Element x y z (Å)
C1 -0.945 0.819 -2.439
O1 -2.361 0.616 -2.656
C2 -2.736 -0.535 -3.469
C3 -3.216 -1.769 -2.710
N1 -2.207 -2.304 -1.825
C4 -2.035 -2.016 -0.448
S1 -2.989 -0.772 0.333
C5 -2.294 -0.663 2.038
C6 -0.823 -0.205 2.093
O2 -0.492 0.324 3.159
N2 0.026 -0.248 0.988
C7 1.307 0.245 0.907
O3 1.822 0.020 -0.163
N3 1.985 0.834 1.946
C8 3.067 1.837 1.801
C9 2.565 3.156 2.301
C10 1.647 3.909 1.613
C11 1.220 5.173 2.095
C12 1.693 5.656 3.288
C13 2.608 4.854 4.004
C14 3.028 3.622 3.557
N4 -1.134 -2.761 0.159
C15 -0.594 -3.513 -0.885
C16 0.529 -4.346 -0.774
C17 1.018 -4.971 -1.887
C18 0.400 -4.679 -3.119
C19 -0.703 -3.816 -3.251
C20 -1.209 -3.209 -2.116
H1 -0.514 1.299 -3.343
H2 -0.392 -0.109 -2.285
H3 -0.754 1.484 -1.624
H4 -3.535 -0.248 -4.151
H5 -1.862 -0.831 -4.033
H6 -4.066 -1.515 -2.086
H7 -3.520 -2.580 -3.393
H8 -2.352 -1.593 2.597
H9 -2.939 -0.008 2.628
H10 -0.271 -0.732 0.152
H11 1.453 0.893 2.789
H12 3.920 1.548 2.388
H13 3.359 1.943 0.746
H14 1.261 3.557 0.664
H15 0.520 5.799 1.530
H16 1.307 6.617 3.633
H17 2.973 5.147 4.981
H18 3.675 2.995 4.183
H19 1.003 -4.502 0.215
H20 1.865 -5.663 -1.907
H21 0.809 -5.124 -4.003
H22 -1.116 -3.637 -4.222

Values from the calculation:
Gap between HOMO and LUMO (eV): 8.81
LUMO energy (eV): 0.579
HOMO (eV): -8.235
Molar mass (g mol⁻¹): 398.49
E (a.u.): -1618.27840
Maximum force (eV/A): 3.5
ΔE to the lowest compared entry with this formula, charge and spin (kcal per mole): 67.3
Multiplicity: 1

Atomic partial charges in e from the Mulliken method, atoms 1 to 4:
1. C -0.5542
2. O -0.4031
3. C -0.4626
4. C -1.0897


The following is a quantum chemistry calculation of C20H22N4PdS3 as an isolated structure, from the Open Molecules 2025 dataset.

Element x y z (Å)
Pd1 0.156 -0.141 0.427
S1 2.514 0.601 0.440
C1 1.627 2.055 0.234
N1 0.328 1.951 0.242
C2 -0.315 3.190 0.203
C3 -1.683 3.422 0.234
C4 -2.124 4.730 0.166
C5 -1.217 5.787 0.063
C6 0.148 5.563 0.028
C7 0.593 4.251 0.105
S2 2.241 3.658 0.102
H1 -2.367 2.588 0.307
H2 -3.183 4.948 0.188
H3 -1.592 6.799 0.010
H4 0.845 6.385 -0.054
C8 -4.962 -0.759 0.219
N2 -3.925 -1.788 0.245
C9 -4.112 -3.109 0.598
C10 -2.921 -3.723 0.500
N3 -1.996 -2.765 0.079
C11 -2.637 -1.578 -0.058
S3 -2.018 -0.055 -0.499
C12 -0.663 -3.090 -0.277
C13 -0.407 -4.377 -0.718
C14 0.896 -4.757 -0.994
C15 1.907 -3.828 -0.842
C16 1.572 -2.553 -0.438
N4 0.313 -2.172 -0.158
H5 -5.908 -1.217 0.491
H6 -5.041 -0.335 -0.779
H7 -4.717 0.027 0.931
H8 -5.072 -3.489 0.898
H9 -2.639 -4.734 0.728
H10 -1.223 -5.066 -0.871
H11 1.109 -5.762 -1.332
H12 2.939 -4.068 -1.050
H13 2.329 -1.789 -0.351
C17 0.027 1.565 3.569
C18 -0.641 0.214 3.335
C19 -0.841 -0.516 4.689
C20 0.171 -0.725 2.515
H14 -0.623 2.201 4.167
H15 0.242 2.083 2.638
H16 0.961 1.436 4.119
H17 -1.634 0.331 2.890
H18 0.116 -0.683 5.185
H19 -1.349 -1.473 4.570
H20 -1.447 0.117 5.335
H21 -0.258 -1.721 2.412
H22 1.227 -0.748 2.777

Values from the calculation:
Gap between HOMO and LUMO (eV): 5.87
LUMO energy (eV): -8.089
HOMO (eV): -13.962
Molar mass (g mol⁻¹): 521.05
E (a.u.): -2316.25781
Maximum force (eV/A): 1.6
Net charge: +2
ΔE to the lowest compared entry with this formula, charge and spin (kcal per mole): 0.0
Multiplicity: 1

Atomic partial charges in e from the Mulliken method, atoms 1 to 4:
1. Pd -0.2197
2. S -0.2294
3. C 0.7137
4. N 0.2327


The following is a quantum chemistry calculation of a 2-piece molecular cluster, C20H22N5O4S overall, from the Open Molecules 2025 dataset.

Element x y z (Å)
C1 1.781 -4.782 -0.629
C2 0.679 -4.136 0.126
C3 0.604 -2.765 0.309
N1 -0.372 -2.072 0.866
C4 -1.396 -2.776 1.477
O1 -2.314 -2.267 2.105
N2 -1.335 -4.173 1.341
C5 -0.395 -4.944 0.678
O2 -0.518 -6.166 0.604
H1 1.640 -5.862 -0.667
H2 1.834 -4.401 -1.656
H3 2.754 -4.573 -0.168
H4 1.441 -2.148 -0.058
H5 -2.105 -4.667 1.766
C6 -4.679 1.578 -3.347
N3 -3.494 2.297 -2.925
C7 -3.058 3.321 -3.851
C8 -2.766 1.928 -1.788
C9 -1.821 0.875 -1.843
C10 -1.125 0.512 -0.708
C11 -1.266 1.216 0.499
C12 -0.393 0.924 1.619
C13 0.969 0.962 1.597
C14 1.674 0.628 2.833
O3 1.095 0.324 3.876
N4 3.086 0.675 2.805
C15 3.738 0.345 4.063
C16 3.871 0.908 1.685
S1 5.547 0.875 1.676
N5 3.164 1.208 0.531
C17 3.998 1.556 -0.625
C18 1.768 1.418 0.448
O4 1.295 1.958 -0.553
C19 -2.290 2.189 0.582
C20 -2.998 2.568 -0.544
H6 -4.925 0.794 -2.623
H7 -5.524 2.277 -3.428
H8 -4.516 1.125 -4.337
H9 -2.132 3.789 -3.499
H10 -2.890 2.884 -4.847
H11 -3.840 4.088 -3.950
H12 -1.640 0.373 -2.795
H13 -0.463 -0.353 -0.700
H14 -0.870 0.751 2.583
H15 4.812 0.392 3.869
H16 3.460 1.069 4.835
H17 3.453 -0.661 4.384
H18 3.370 1.798 -1.477
H19 4.640 2.402 -0.350
H20 4.655 0.705 -0.830
H21 -2.463 2.668 1.547
H22 -3.743 3.367 -0.503

Values from the calculation:
Gap between HOMO and LUMO (eV): 5.46
LUMO energy (eV): 1.443
HOMO (eV): -4.019
Molar mass (g mol⁻¹): 428.49
E (a.u.): -1748.36746
Maximum force (eV/A): 1.7
Net charge: -1
ΔE to the lowest compared entry with this formula, charge and spin (kcal per mole): 0.0
Multiplicity: 1

Atomic partial charges in e from the Mulliken method, atoms 1 to 4:
1. C -1.4122
2. C 0.5815
3. C -0.2587
4. N -0.2123


The following is a quantum chemistry calculation of C20H22N6NiO2 as an isolated structure, from the Open Molecules 2025 dataset.

Element x y z (Å)
Ni1 0.060 -0.013 -0.372
O1 -0.450 -1.368 -1.783
C1 -0.570 -1.236 -3.042
C2 -0.394 -2.371 -3.888
C3 -0.485 -2.285 -5.250
C4 -0.766 -1.067 -5.878
C5 -0.996 0.041 -5.102
C6 -0.923 -0.010 -3.703
C7 -1.287 1.141 -2.946
N1 -1.115 1.291 -1.687
C8 -1.661 2.465 -1.052
C9 -1.749 2.200 0.452
N2 -0.498 1.632 0.879
C10 0.215 2.248 1.742
C11 1.446 1.791 2.296
C12 2.051 2.558 3.306
C13 3.198 2.154 3.934
C14 3.778 0.936 3.558
C15 3.229 0.168 2.569
C16 2.046 0.558 1.869
O2 1.601 -0.189 0.945
H1 -0.180 -3.311 -3.400
H2 -0.329 -3.172 -5.851
H3 -0.812 -1.005 -6.954
H4 -1.223 0.992 -5.568
H5 -1.798 1.932 -3.514
H6 -2.654 2.715 -1.450
H7 -0.994 3.320 -1.226
H8 -2.539 1.465 0.635
H9 -1.994 3.129 0.990
H10 -0.149 3.204 2.145
H11 1.573 3.485 3.594
H12 3.645 2.753 4.713
H13 4.676 0.598 4.059
H14 3.668 -0.779 2.286
N3 -1.184 -1.921 4.651
C17 -1.276 -2.140 3.313
C18 -0.881 -1.166 2.374
N4 -1.015 -1.362 1.077
C19 -1.557 -2.518 0.683
C20 -1.950 -3.469 1.612
N5 -1.811 -3.294 2.916
H15 -0.576 -1.194 4.981
H16 -1.326 -2.718 5.249
H17 -0.451 -0.234 2.706
H18 -1.663 -2.669 -0.381
H19 -2.391 -4.410 1.309
N6 1.896 0.277 -1.800
H20 2.618 0.818 -1.337
H21 1.688 0.690 -2.702
H22 2.257 -0.660 -1.953

Values from the calculation:
Gap between HOMO and LUMO (alpha / beta) (eV): 7.94 / 7.93
LUMO energy (alpha / beta) (eV): 0.515 / 0.542
HOMO (alpha / beta) (eV): -7.427 / -7.392
Molar mass (g mol⁻¹): 437.13
E (a.u.): -2762.72291
⟨S²⟩: 2.005
Maximum force (eV/A): 0.9
ΔE to the lowest compared entry with this formula, charge and spin (kcal per mole): 0.9
Multiplicity: 3

Atomic partial charges in e from the Mulliken method, atoms 1 to 4:
1. Ni 0.9491
2. O -0.5992
3. C 0.2616
4. C -0.6028